# 1
10
Properties=species:S:1:pos:R:3:forces:R:3 method="wB97M-V/def2-TZVPD" relative_energy_kj_mol=190.0 homo_energy_ev=-8.98 gap_ev=9.445 smiles="O=CNNC=S"
O 2.263 -1.445 0.054 -0.62 1.07 0.04
C 1.599 -0.483 -0.266 0.53 -0.86 -0.64
N 0.700 0.147 0.590 -0.18 -0.97 0.75
N -0.414 0.792 0.087 0.14 -0.18 -0.41
C -1.599 0.215 -0.120 -0.04 -1.54 0.11
S -1.974 -1.374 0.081 0.25 0.56 0.01
H 1.695 -0.027 -1.274 -0.22 0.09 0.33
H 0.436 -0.514 1.335 0.11 0.50 -0.18
H -0.369 1.774 -0.035 0.40 0.82 0.13
H -2.338 0.915 -0.453 -0.36 0.50 -0.14

---

# 2
10
Properties=species:S:1:pos:R:3:forces:R:3 method="wB97M-V/def2-TZVPD" relative_energy_kj_mol=190.0 homo_energy_ev=-8.98 gap_ev=8.869
N 0.780 -0.594 1.089 0.97 -0.90 0.95
C 0.375 -0.171 -0.100 0.02 1.15 -1.62
C 1.432 -0.128 -1.187 0.47 -1.58 0.19
O 2.417 -0.834 -1.142 -0.62 0.94 -0.07
N -0.721 0.351 -0.542 -0.39 0.45 1.44
S -2.000 0.626 0.673 0.44 -0.27 -0.35
H 1.658 -1.120 1.172 -0.51 0.55 -0.55
H 0.085 -0.907 1.723 -0.76 0.06 0.64
H 1.137 0.520 -2.020 0.25 0.07 -0.18
H -1.471 1.662 1.390 0.13 -0.47 -0.44

---

# 3
10
Properties=species:S:1:pos:R:3:forces:R:3 method="wB97M-V/def2-TZVPD" relative_energy_kj_mol=370.1 homo_energy_ev=-9.00 gap_ev=8.840
O 1.557 -1.313 -1.220 -0.15 -0.01 0.05
N 1.213 -0.001 -1.460 -0.55 0.80 0.79
C 0.381 0.443 -0.578 0.44 -0.44 -0.95
C -0.198 -0.394 0.437 -0.59 -2.26 1.93
N -1.120 -0.152 1.301 0.31 1.49 -0.72
S -1.682 1.472 1.213 -0.27 0.10 0.14
H 2.159 -1.516 -1.934 0.23 -0.05 -0.28
H 0.020 1.460 -0.645 0.38 0.10 -0.43
H 0.126 -1.431 0.591 0.31 0.44 -0.69
H -2.456 1.432 2.295 -0.11 -0.17 0.15

---

# 4
10
Properties=species:S:1:pos:R:3:forces:R:3 method="wB97M-V/def2-TZVPD" relative_energy_kj_mol=467.2 homo_energy_ev=-9.19 gap_ev=9.351
H 0.691 1.981 -1.747 -0.28 -0.75 -0.52
N 0.644 1.028 -2.179 0.28 2.23 0.35
C 0.515 0.147 -1.298 0.30 -1.91 -0.13
N 0.414 0.225 0.073 -0.14 3.25 1.65
O 0.186 -1.010 0.686 2.89 0.64 -2.66
C -0.722 -0.991 1.560 -1.14 0.17 0.68
S -1.631 0.288 1.810 -1.82 1.14 1.60
H 0.615 -0.889 -1.681 -0.43 0.30 0.63
H -0.022 1.172 0.800 1.07 -3.85 -2.81
H -0.690 -1.953 1.976 -0.74 -1.21 1.21

---

# 5
10
Properties=species:S:1:pos:R:3:forces:R:3 method="wB97M-V/def2-TZVPD" relative_energy_kj_mol=478.0 homo_energy_ev=-8.47 gap_ev=8.513 smiles="C=NS/C=N/O"
C 2.052 -1.032 -0.724 -4.95 1.62 0.14
N 0.702 -1.132 -0.905 6.68 -2.56 1.16
S -0.107 0.215 -1.326 -0.86 2.36 -0.49
C -0.966 0.522 0.171 1.22 -0.52 2.30
N -0.315 0.476 1.305 -1.96 0.11 -0.44
O -1.240 0.637 2.427 1.18 -0.46 0.32
H 2.535 -0.042 -0.577 -0.36 -0.44 -0.66
H 2.668 -1.869 -0.484 -0.12 -0.91 -0.12
H -2.034 0.595 0.060 -0.36 0.41 0.39
H -0.761 0.436 3.308 -0.47 0.40 -2.60

---

# 6
11
Properties=species:S:1:pos:R:3:forces:R:3 method="wB97M-V/def2-TZVPD" relative_energy_kj_mol=179.9 homo_energy_ev=-9.19 gap_ev=7.752 smiles="NNC(=O)C(=S)S"
N -1.524 2.381 1.189 -0.50 -0.18 -2.46
N -1.188 1.181 0.465 1.93 2.40 0.82
C 0.103 0.815 0.188 0.48 2.06 0.95
O 1.135 1.499 0.234 -1.78 -0.39 0.04
C 0.211 -0.600 -0.144 -0.11 -1.88 -1.83
S -1.113 -1.563 -0.212 0.64 -0.35 0.29
S 1.799 -1.053 -0.790 -1.86 -2.97 1.58
H -1.572 3.155 0.464 0.44 -1.09 1.67
H -0.857 2.537 1.931 0.33 0.24 -0.26
H -1.853 0.454 0.457 -0.92 -0.65 0.18
H 1.327 -2.498 -0.532 1.35 2.81 -0.98

---

# 7
11
Properties=species:S:1:pos:R:3:forces:R:3 method="wB97M-V/def2-TZVPD" relative_energy_kj_mol=406.8 homo_energy_ev=-8.64 gap_ev=8.466 smiles="C=NSC(=S)NO"
C -1.195 -0.898 1.835 1.08 -1.82 -1.36
N -0.432 -0.762 0.711 -2.64 0.83 5.18
S 0.666 0.673 0.994 -1.11 -0.95 -0.52
C 0.663 1.355 -0.615 1.21 -1.99 -0.62
S 1.213 2.852 -0.921 -0.42 0.69 0.20
N 0.461 0.436 -1.627 -0.39 -0.21 1.50
O 1.008 -0.868 -1.558 -3.22 -1.18 0.99
H -1.104 -0.331 2.806 0.26 0.14 -1.42
H -1.958 -1.817 2.102 1.98 2.07 -1.77
H 0.492 0.846 -2.526 0.34 0.07 -1.10
H 0.186 -1.485 -1.201 2.90 2.37 -1.08

---

# 8
9
Properties=species:S:1:pos:R:3:forces:R:3 method="wB97M-V/def2-TZVPD" relative_energy_kj_mol=126.4 homo_energy_ev=-9.71 gap_ev=9.586
H -1.239 3.080 -1.073 -1.44 1.17 1.86
N -0.700 2.545 -1.671 1.08 -0.31 -2.39
C 0.045 1.692 -1.142 0.36 -0.90 -2.37
C 0.033 1.365 0.224 0.73 -0.88 2.20
N 0.117 1.009 1.318 -0.25 0.32 -0.55
H 0.664 1.070 -1.860 -0.48 0.59 1.24
S 0.624 -3.031 1.335 1.41 -1.11 -0.09
H 1.085 -4.362 1.359 -0.62 1.45 -0.03
H -0.629 -3.370 1.509 -0.78 -0.32 0.12

---

# 9
10
Properties=species:S:1:pos:R:3:forces:R:3 method="wB97M-V/def2-TZVPD" relative_energy_kj_mol=261.8 homo_energy_ev=-8.33 gap_ev=8.828
C -1.913 -1.087 -0.003 1.07 0.32 -0.08
N -0.758 -0.565 0.006 0.28 0.44 0.08
S -0.662 1.143 -0.020 -0.56 -0.24 0.00
C 1.029 1.546 0.008 2.34 -0.91 -0.05
N 2.156 0.921 0.002 -1.19 0.81 0.01
S 2.488 -0.721 -0.018 0.25 0.40 0.01
H -2.818 -0.537 -0.047 -0.97 0.58 0.00
H -1.949 -2.148 0.016 -0.14 -0.86 0.03
H 1.174 2.630 0.016 -0.55 -0.02 0.00
H 1.253 -1.182 0.041 -0.52 -0.53 0.00

---

# 10
10
Properties=species:S:1:pos:R:3:forces:R:3 method="wB97M-V/def2-TZVPD" relative_energy_kj_mol=375.8 homo_energy_ev="-8.71 / -8.71" gap_ev="7.548 / 7.551"
C -2.005 -0.304 -0.301 -0.78 -2.39 -2.82
C 2.149 0.463 0.674 1.21 0.12 0.87
N -2.916 -1.100 0.040 -0.37 1.34 2.46
N 3.286 0.118 0.290 -1.56 0.06 -2.04
S -1.237 0.881 0.691 0.19 0.50 0.65
S 0.250 1.507 -0.516 2.19 -1.25 1.56
H -1.642 -0.386 -1.351 0.21 0.83 0.47
H 2.191 0.359 1.810 -1.86 0.75 -1.00
H -3.510 -1.595 -0.599 0.68 -0.26 -0.82
H 3.434 0.056 -0.738 0.10 0.30 0.67

---

# 11
10
Properties=species:S:1:pos:R:3:forces:R:3 method="wB97M-V/def2-TZVPD" relative_energy_kj_mol=475.8 homo_energy_ev=-8.50 gap_ev=7.644 smiles="S=NN=S.C=C"
S -3.231 -1.438 -0.102 0.16 -3.93 -0.39
N -3.754 -0.028 -0.035 0.38 3.27 0.63
N -3.639 1.101 0.141 -0.88 -1.52 -0.50
S -3.984 2.596 0.143 -0.22 2.15 0.18
C 0.470 -0.034 0.000 1.18 1.60 2.09
C -0.112 -1.205 -0.240 0.81 1.09 0.08
H 0.190 0.470 0.985 0.10 -0.51 -1.43
H 1.381 0.523 -0.424 -1.66 -1.40 -0.11
H 0.182 -1.807 -1.079 -0.21 -0.38 -0.20
H -0.886 -1.494 0.463 0.34 -0.38 -0.35

---

# 12
10
Properties=species:S:1:pos:R:3:forces:R:3 method="wB97M-V/def2-TZVPD" relative_energy_kj_mol=311.1 homo_energy_ev="-6.09 / -9.18" gap_ev="6.795 / 6.818" multiplicity=3
C 0.742 -1.234 -0.155 0.30 -0.17 -0.06
C -0.134 0.039 1.559 -0.06 2.90 -0.25
N 0.293 -1.105 0.958 0.28 -2.65 1.56
N -0.736 0.468 -2.037 -1.75 1.39 -0.32
S 0.483 1.539 0.640 0.06 -0.06 0.16
S 0.629 0.870 -1.326 0.97 2.86 -1.74
H 0.933 -2.103 -0.704 0.34 -1.65 -0.59
H -1.139 0.144 1.275 -1.82 -0.18 0.32
H -0.039 0.245 2.635 0.41 -0.65 -0.41
H -1.033 1.137 -2.846 1.26 -1.78 1.32

---

Copy entry 5 word for word.
10
Properties=species:S:1:pos:R:3:forces:R:3 method="wB97M-V/def2-TZVPD" relative_energy_kj_mol=478.0 homo_energy_ev=-8.47 gap_ev=8.513 smiles="C=NS/C=N/O"
C 2.052 -1.032 -0.724 -4.95 1.62 0.14
N 0.702 -1.132 -0.905 6.68 -2.56 1.16
S -0.107 0.215 -1.326 -0.86 2.36 -0.49
C -0.966 0.522 0.171 1.22 -0.52 2.30
N -0.315 0.476 1.305 -1.96 0.11 -0.44
O -1.240 0.637 2.427 1.18 -0.46 0.32
H 2.535 -0.042 -0.577 -0.36 -0.44 -0.66
H 2.668 -1.869 -0.484 -0.12 -0.91 -0.12
H -2.034 0.595 0.060 -0.36 0.41 0.39
H -0.761 0.436 3.308 -0.47 0.40 -2.60